Computed, not measured: a molecular structure, C5H4CdO7 at a distorted geometry, with ωB97M-V/def2-TZVPD.

CARTESIAN COORDINATES (ANGSTROEM)
O1 -0.596 -2.417 1.000
C1 0.223 -2.692 0.050
O2 1.214 -3.401 0.114
O3 -2.343 0.726 0.243
O4 -0.777 1.823 -0.869
C2 -1.513 1.618 0.144
Cd1 -2.067 -1.217 0.599
O5 -0.527 1.347 1.381
C3 0.812 1.712 1.039
C4 0.925 1.313 -0.446
O6 0.587 -1.240 -1.858
C5 -0.179 -2.097 -1.358
H1 0.979 2.784 1.207
H2 1.550 1.195 1.666
H3 1.672 0.508 -0.417
H4 1.482 2.056 -1.028
O7 -1.442 -2.020 -1.467

Its HOMO energy is -8.29 eV. The value obtained for the frontier orbital gap is 5.002 eV. The calculation puts the calculated total energy at -24139.7967 eV.